ORCA calculation (wB97M-V/def2-TZVPD) on a structure of composition C31H24N8O2SV.

The spin multiplicity is 3. The expectation value of S² is 2.0132. The net charge is +1. The HOMO energy (spin up / spin down) is -10.32 / -10.34 eV. As for the relative energy (zero: lowest compared OMol25 entry of this formula, charge and spin): 24.0 kcal per mole. For the orbital gap (spin up / spin down), the calculation gives 7.3994 / 7.4133 eV.

Atoms and positions in Å:
V1 -0.17559 0.72988 0.38050
O1 0.18951 0.60828 -1.52253
C1 -0.53590 0.36609 -2.59611
C2 0.03332 0.57890 -3.86093
C3 -0.68925 0.31498 -5.00354
C4 -1.99641 -0.17691 -4.93929
C5 -2.56736 -0.39058 -3.70809
C6 -1.85678 -0.11620 -2.52445
C7 -2.51891 -0.32248 -1.27493
N1 -2.02659 -0.02455 -0.11696
N2 -2.88451 -0.30855 0.95843
C8 -2.43066 0.29695 2.01590
O2 -1.36258 1.03362 2.00107
C9 -3.14454 0.13216 3.30557
C10 -2.55531 0.59680 4.47663
C11 -3.20020 0.43257 5.69349
C12 -4.43652 -0.19279 5.74198
C13 -5.02863 -0.65673 4.57349
C14 -4.38694 -0.49801 3.35778
H1 1.04589 0.95706 -3.90732
H2 -0.23381 0.49124 -5.96990
H3 -2.54809 -0.38204 -5.84543
H4 -3.58052 -0.76584 -3.62927
H5 -3.52204 -0.74270 -1.28389
H6 -1.58827 1.07888 4.42506
H7 -2.73855 0.79144 6.60388
H8 -4.94147 -0.31985 6.69055
H9 -5.99451 -1.14242 4.61252
H10 -4.83667 -0.85526 2.44210
N3 -0.25394 4.86631 1.56541
C15 -0.46690 3.55675 1.50106
N4 0.32949 2.71320 0.90568
C16 1.52081 3.19281 0.34250
N5 2.42605 2.39528 -0.07852
N6 2.09735 1.03860 0.05704
C17 2.95668 0.32874 -0.57102
C18 2.96193 -1.13222 -0.76023
C19 3.32081 -1.59240 -2.02474
C20 3.34444 -2.95886 -2.25210
C21 3.05250 -3.80658 -1.19829
C22 2.74576 -3.25049 0.03579
N7 2.68616 -1.94250 0.26131
C23 1.72332 4.63804 0.24112
C24 2.79115 5.20604 -0.45341
C25 2.93975 6.57730 -0.48045
C26 2.03075 7.39965 0.18531
C27 0.96399 6.85767 0.87606
C28 0.82143 5.47628 0.89263
H11 -0.92625 5.44132 2.04830
H12 -1.35338 3.15399 1.97548
H13 3.73807 0.87079 -1.09915
H14 3.56608 -0.89101 -2.81111
H15 3.60134 -3.35059 -3.22684
H16 3.07500 -4.88064 -1.31823
H17 2.53954 -3.88988 0.88654
H18 3.48913 4.55331 -0.95719
H19 3.76701 7.01828 -1.01862
H20 2.15683 8.47339 0.16014
H21 0.25268 7.49085 1.39036
S1 1.18159 -2.27770 3.47472
C29 0.05466 -3.02336 2.42607
C30 -0.31731 -2.15759 1.45556
N8 0.28653 -0.92330 1.53979
C31 1.10185 -0.86628 2.55882
H22 -0.28651 -4.03242 2.58087
H23 -1.02692 -2.35266 0.66832
H24 1.69108 0.00702 2.79257

Atomic charges from the Löwdin analysis, expressed in e, are listed below: atom 1 (V): 1.039, atom 2 (O): -0.181, atom 3 (C): -0.316, atom 4 (C): -0.007, atom 5 (C): -0.065, atom 6 (C): -0.081, atom 7 (C): -0.033, atom 8 (C): -0.145, atom 9 (C): -0.032, atom 10 (N): -0.086, atom 11 (N): 0.090, atom 12 (C): -0.443, atom 13 (O): -0.200, atom 14 (C): -0.148, atom 15 (C): -0.030, atom 16 (C): -0.075, atom 17 (C): -0.078, atom 18 (C): -0.071, atom 19 (C): -0.025, atom 20 (H): 0.115, atom 21 (H): 0.110, atom 22 (H): 0.106, atom 23 (H): 0.116, atom 24 (H): 0.139, atom 25 (H): 0.109, atom 26 (H): 0.105, atom 27 (H): 0.106, atom 28 (H): 0.107, atom 29 (H): 0.109, atom 30 (N): 0.146, atom 31 (C): -0.092, atom 32 (N): 0.045, atom 33 (C): -0.263, atom 34 (N): 0.099, atom 35 (N): -0.022, atom 36 (C): -0.045, atom 37 (C): -0.256, atom 38 (C): -0.009, atom 39 (C): -0.043, atom 40 (C): -0.040, atom 41 (C): -0.121, atom 42 (N): 0.125, atom 43 (C): -0.081, atom 44 (C): 0.001, atom 45 (C): -0.051, atom 46 (C): -0.049, atom 47 (C): -0.004, atom 48 (C): -0.163, atom 49 (H): 0.168, atom 50 (H): 0.144, atom 51 (H): 0.136, atom 52 (H): 0.119, atom 53 (H): 0.116, atom 54 (H): 0.111, atom 55 (H): 0.104, atom 56 (H): 0.118, atom 57 (H): 0.114, atom 58 (H): 0.116, atom 59 (H): 0.121, atom 60 (S): 1.085, atom 61 (C): -0.358, atom 62 (C): -0.207, atom 63 (N): -0.130, atom 64 (C): -0.465, atom 65 (H): 0.081, atom 66 (H): 0.119, atom 67 (H): 0.096